Entry from OMol25: a cluster of 2 separate species, C6H13N in total (ωB97M-V with the def2-TZVPD basis set).

## Properties
- lowest unoccupied orbital energy (eV) = -2.73
- frontier orbital gap (eV) = 3.483
- energy above the lowest of the compared OMol25 structures with the same formula, charge and spin (kcal per mole) = 201.3
- charge = 0
- highest occupied orbital energy (eV) = -6.21

Cartesian coordinates (Å):
1 C -2.23 -1.40 0.45
2 C -3.10 -0.70 -0.62
3 N 2.40 0.76 -0.28
4 C 2.02 0.04 0.90
5 C 0.60 -0.47 0.64
6 C 0.00 0.52 -0.36
7 C 1.18 1.45 -0.73
8 H -2.25 -2.50 0.20
9 H -2.81 -1.36 1.38
10 H -2.03 -0.24 -0.58
11 H -3.23 -1.05 -1.67
12 H -3.82 0.12 -0.41
13 H 2.70 -0.76 1.09
14 H 2.01 0.68 1.82
15 H 0.04 -0.54 1.52
16 H 0.61 -1.44 0.26
17 H -0.28 -0.01 -1.29
18 H -0.82 1.05 0.03
19 H 1.03 2.45 -0.20
20 H 1.24 1.64 -1.81

Atom charges from the Löwdin analysis, given in e for atoms 1 to 8:
1 C -0.062
2 C -0.151
3 N 0.035
4 C -0.269
5 C -0.194
6 C -0.217
7 C -0.245
8 H 0.070



Entry from OMol25: the molecule C6H13N (ωB97M-V with the def2-TZVPD basis set).

## Properties
- lowest unoccupied orbital energy (eV) = 1.26
- SMILES = CCCN1C[C@H]1C
- frontier orbital gap (eV) = 9.804
- energy above the lowest of the compared OMol25 structures with the same formula, charge and spin (kcal per mole) = 62.7
- charge = 0
- highest occupied orbital energy (eV) = -8.55

Cartesian coordinates (Å):
1 C 3.08 -0.21 -0.14
2 C 1.63 -0.64 -0.01
3 C 0.67 0.32 -0.69
4 N -0.72 -0.16 -0.59
5 C -1.72 0.89 -0.80
6 C -1.77 0.47 0.55
7 C -2.65 -0.50 1.12
8 H 3.25 0.78 0.30
9 H 3.38 -0.17 -1.20
10 H 3.76 -0.92 0.36
11 H 1.48 -1.64 -0.43
12 H 1.36 -0.71 1.06
13 H 0.90 0.39 -1.76
14 H 0.79 1.33 -0.26
15 H -2.58 0.57 -1.39
16 H -1.35 1.88 -1.05
17 H -0.71 0.53 1.08
18 H -3.48 0.09 1.54
19 H -3.05 -1.17 0.36
20 H -2.26 -1.13 1.94

Atom charges from the Löwdin analysis, given in e for atoms 1 to 8:
1 C -0.123
2 C -0.268
3 C -0.279
4 N -0.079
5 C -0.194
6 C -0.272
7 C -0.099
8 H 0.072



Entry from OMol25: the molecule C6H13N (ωB97M-V with the def2-TZVPD basis set).

## Properties
- lowest unoccupied orbital energy (eV) = 1.04
- SMILES = CCC/C=C(/C)N
- frontier orbital gap (eV) = 9.030
- energy above the lowest of the compared OMol25 structures with the same formula, charge and spin (kcal per mole) = 73.6
- charge = 0
- highest occupied orbital energy (eV) = -7.99

Cartesian coordinates (Å):
1 C 2.77 -0.79 -0.96
2 C 1.62 -0.02 -1.56
3 C 0.65 0.70 -0.51
4 C -0.27 -0.26 0.36
5 C -1.39 -0.02 1.08
6 C -2.78 -0.37 0.66
7 N -1.30 0.87 2.26
8 H 2.73 -1.09 0.18
9 H 3.06 -1.67 -1.65
10 H 3.58 -0.16 -1.01
11 H 2.00 0.88 -2.22
12 H 1.04 -0.71 -2.25
13 H 0.03 1.42 -1.09
14 H 1.25 1.45 0.16
15 H -0.21 -1.27 -0.14
16 H -2.68 -0.95 -0.29
17 H -3.30 0.55 0.27
18 H -3.40 -0.77 1.39
19 H -1.96 1.67 2.08
20 H -1.43 0.52 3.25

Atom charges from the Löwdin analysis, given in e for atoms 1 to 8:
1 C -0.156
2 C -0.302
3 C -0.196
4 C -0.064
5 C -0.400
6 C -0.075
7 N 0.013
8 H 0.117



Copy entry 1 word for word.
Entry from OMol25: a cluster of 2 separate species, C6H13N in total (ωB97M-V with the def2-TZVPD basis set).

## Properties
- lowest unoccupied orbital energy (eV) = -2.73
- frontier orbital gap (eV) = 3.483
- energy above the lowest of the compared OMol25 structures with the same formula, charge and spin (kcal per mole) = 201.3
- charge = 0
- highest occupied orbital energy (eV) = -6.21

Cartesian coordinates (Å):
1 C -2.23 -1.40 0.45
2 C -3.10 -0.70 -0.62
3 N 2.40 0.76 -0.28
4 C 2.02 0.04 0.90
5 C 0.60 -0.47 0.64
6 C 0.00 0.52 -0.36
7 C 1.18 1.45 -0.73
8 H -2.25 -2.50 0.20
9 H -2.81 -1.36 1.38
10 H -2.03 -0.24 -0.58
11 H -3.23 -1.05 -1.67
12 H -3.82 0.12 -0.41
13 H 2.70 -0.76 1.09
14 H 2.01 0.68 1.82
15 H 0.04 -0.54 1.52
16 H 0.61 -1.44 0.26
17 H -0.28 -0.01 -1.29
18 H -0.82 1.05 0.03
19 H 1.03 2.45 -0.20
20 H 1.24 1.64 -1.81

Atom charges from the Löwdin analysis, given in e for atoms 1 to 8:
1 C -0.062
2 C -0.151
3 N 0.035
4 C -0.269
5 C -0.194
6 C -0.217
7 C -0.245
8 H 0.070



Question: Look up the highest occupied orbital energy of the first one.
Answer: -6.21 eV